{
  "formula": "C4H6NOS",
  "method": "ωB97M-V/def2-TZVPD",
  "multiplicity": 1,
  "total_charge": 1,
  "e_above_lowest_kj_mol": 483.08,
  "orbital_gap_ev": 7.3,
  "species": ["C", "C", "C", "C", "N", "O", "S", "H", "H", "H", "H", "H", "H"],
  "positions_angstrom": [[-2.43488, 0.50191, 0.58545], [0.53200, 1.00657, -0.00112], [-2.61134, -0.63113, 0.04063], [2.54978, -0.24861, -0.29805], [1.14703, -0.01052, -0.07492], [-2.56172, -1.75096, -0.44208], [-1.05865, 1.66382, 0.04700], [-2.97536, 0.94319, 1.33346], [1.00742, 2.04728, -0.22549], [2.46555, -0.97213, -1.14568], [2.96165, 0.72324, -0.26974], [2.98959, -0.91836, 0.53307], [-2.01106, -2.35430, -0.08253]],
  "forces_ev_per_angstrom": [[2.006, -0.513, -1.919], [0.588, 4.271, -1.044], [0.996, 0.715, 0.779], [-1.213, -2.519, 1.291], [-0.476, -4.360, 1.095], [-3.824, 2.988, -3.042], [-1.647, -0.244, 0.219], [-1.646, 0.772, 1.767], [-0.219, -0.794, 0.446], [1.192, 1.304, -0.030], [1.664, 0.673, -0.971], [-0.830, 1.291, -1.011], [3.408, -3.584, 2.422]],
  "mulliken_charge": [-0.539, 0.146, 0.690, -0.637, -0.249, -0.233, -0.016, 0.436, 0.143, 0.273, 0.350, 0.241, 0.395]
}

{
  "formula": "C44H37P2Pr",
  "method": "ωB97M-V/def2-TZVPD",
  "multiplicity": 3,
  "total_charge": 2,
  "e_above_lowest_kj_mol": 0.00,
  "orbital_gap_ev": [7.2, 7.5],
  "species": ["C", "C", "C", "C", "C", "C", "P", "C", "C", "C", "C", "C", "C", "Pr", "P", "C", "C", "C", "C", "C", "C", "C", "C", "C", "C", "C", "C", "C", "C", "C", "C", "C", "C", "C", "C", "C", "C", "C", "C", "H", "H", "H", "H", "H", "H", "H", "H", "H", "H", "H", "H", "H", "H", "H", "H", "H", "H", "H", "H", "H", "H", "H", "H", "H", "H", "H", "H", "H", "H", "H", "H", "C", "C", "C", "C", "C", "C", "C", "C", "H", "H", "H", "H", "H"],
  "positions_angstrom": [[-0.86398, 3.09119, 0.09193], [0.18646, 2.55225, -0.66745], [0.35908, 2.99009, -1.99087], [-0.48129, 3.96354, -2.52511], [-1.51162, 4.51219, -1.76131], [-1.69307, 4.06978, -0.44884], [1.19795, 1.19381, 0.05766], [2.76245, 1.46690, -0.88797], [3.14289, 0.66258, -1.98460], [4.41894, 0.84785, -2.53891], [5.22930, 1.91474, -2.13685], [4.76341, 2.81149, -1.16713], [3.56720, 2.54468, -0.50377], [0.88729, -1.46890, -0.79681], [-1.76563, -0.45990, -0.31991], [-2.24363, 0.21869, -1.96887], [-3.23755, 1.20620, -2.09987], [-3.47009, 1.83188, -3.32549], [-2.62009, 1.59092, -4.40856], [-1.62745, 0.61484, -4.28967], [-1.51101, -0.14747, -3.12314], [-2.06735, -2.29014, -0.50459], [-1.56146, -3.17294, 0.48481], [-1.72233, -4.55393, 0.33485], [-2.36925, -5.06626, -0.79036], [-2.90784, -4.20193, -1.74963], [-2.79070, -2.82043, -1.59191], [-2.87437, 0.14411, 0.97214], [-2.40081, 0.62729, 2.21826], [-3.31292, 1.04936, 3.18878], [-4.69255, 0.97239, 2.94561], [-5.16544, 0.49116, 1.72091], [-4.25919, 0.07962, 0.74041], [1.55226, 1.77324, 1.75712], [1.52564, 3.14679, 2.04806], [1.74897, 3.61410, 3.34571], [2.07284, 2.70456, 4.35294], [2.17173, 1.33585, 4.05927], [1.90973, 0.86153, 2.77251], [-1.03440, -2.77115, 1.36266], [-1.31150, -5.23226, 1.08844], [-2.45458, -6.14698, -0.92643], [-3.40964, -4.60526, -2.63402], [-3.22903, -2.14382, -2.33176], [-3.85224, 1.47275, -1.24598], [-4.29614, 2.53601, -3.42814], [-2.72066, 2.18117, -5.32457], [-0.93886, 0.44476, -5.11919], [-0.88651, -1.05576, -3.14080], [-1.32446, 0.67199, 2.41856], [-2.95410, 1.43992, 4.14552], [-5.40227, 1.28739, 3.71111], [-6.23732, 0.42786, 1.51878], [-4.63518, -0.28146, -0.21801], [1.33402, 3.87124, 1.25410], [1.66514, 4.68263, 3.55329], [2.24490, 3.06317, 5.36743], [2.45522, 0.63924, 4.84971], [1.98418, -0.20602, 2.52574], [2.43736, -0.05683, -2.45142], [4.77894, 0.15234, -3.30174], [6.21731, 2.06712, -2.57524], [5.33195, 3.70465, -0.91154], [3.26132, 3.17278, 0.33019], [1.18102, 2.59533, -2.58985], [-0.34048, 4.29659, -3.55409], [-2.19747, 5.23828, -2.20314], [-2.50130, 4.47737, 0.15687], [-1.00814, 2.77317, 1.12695], [-4.29663, 5.18066, -1.60272], [-4.03598, 5.00361, -0.91578], [1.75467, -2.11827, 1.15676], [2.20852, -3.28831, 1.21160], [2.87773, -4.49340, 1.50034], [3.03373, -5.45843, 0.47293], [3.82411, -6.58427, 0.69321], [4.47794, -6.78207, 1.91918], [4.28723, -5.86351, 2.95697], [3.50438, -4.72490, 2.75274], [2.56314, -5.30139, -0.50572], [3.93738, -7.31484, -0.10533], [5.16323, -7.62392, 2.05410], [4.79766, -6.04874, 3.90492], [3.39928, -3.98013, 3.54404]],
  "forces_ev_per_angstrom": [[0.053, 0.014, -0.060], [-0.620, -0.179, -0.083], [0.163, -0.125, 0.311], [-0.126, 0.085, -0.043], [0.121, -0.370, 0.045], [-0.003, -0.006, -0.100], [0.751, 1.544, -0.314], [-0.061, -0.009, 0.019], [0.292, 0.452, 0.737], [-0.053, -0.206, -0.317], [-0.337, 0.037, 0.172], [-0.125, -0.309, -0.059], [0.367, -0.175, -0.222], [-0.418, -0.266, 0.218], [-0.399, -0.767, -0.385], [-0.344, 0.205, -0.126], [0.286, -0.225, -0.076], [0.274, -0.057, -0.186], [0.028, 0.093, 0.391], [0.001, -0.220, -0.098], [-0.055, 0.501, 0.341], [-0.319, 0.027, 0.095], [0.232, 0.345, -0.403], [0.168, 0.002, 0.021], [-0.023, 0.059, -0.053], [0.020, 0.054, 0.034], [0.366, -0.068, -0.113], [-0.394, 0.248, 0.583], [-0.145, -0.142, -0.527], [-0.142, -0.084, -0.110], [0.250, -0.050, -0.209], [0.247, -0.048, -0.052], [-0.029, 0.061, 0.240], [0.236, -0.115, 0.378], [-0.088, 0.151, 0.097], [0.040, -0.306, -0.222], [-0.107, -0.230, -0.193], [0.023, 0.182, 0.006], [-0.182, 0.185, -0.287], [-0.262, -0.186, -0.293], [-0.200, 0.266, -0.253], [0.004, 0.373, 0.084], [0.098, 0.141, 0.400], [0.160, -0.293, 0.247], [0.196, 0.071, -0.137], [0.272, -0.128, 0.095], [0.027, -0.362, 0.310], [-0.346, -0.156, 0.151], [-0.003, 0.425, 0.051], [-0.358, -0.009, -0.059], [-0.095, -0.198, -0.374], [0.235, -0.063, -0.199], [0.374, 0.043, 0.125], [0.060, -0.032, 0.304], [-0.107, -0.223, 0.300], [0.123, -0.357, -0.041], [-0.008, -0.151, -0.248], [-0.103, 0.174, -0.260], [-0.068, 0.527, 0.299], [0.458, 0.208, 0.141], [-0.153, 0.344, 0.149], [-0.380, -0.134, 0.025], [-0.022, -0.314, -0.006], [0.116, -0.114, -0.265], [-0.253, 0.111, 0.084], [0.031, -0.098, 0.284], [0.401, -0.183, 0.218], [0.292, -0.097, -0.066], [-0.032, 0.110, -0.347], [0.030, -0.086, 0.521], [-0.449, 0.184, -0.556], [0.408, -1.694, -0.251], [-0.587, 2.309, 0.471], [0.858, -1.552, -0.185], [0.155, 0.042, 0.400], [-0.003, -0.010, 0.055], [-0.266, 0.380, -0.222], [0.032, -0.010, -0.306], [-0.101, 0.121, -0.181], [0.172, -0.096, 0.445], [0.047, 0.169, 0.162], [-0.414, 0.236, -0.042], [-0.284, 0.281, -0.248], [-0.002, -0.255, -0.234]],
  "mulliken_spin": [0.000, -0.001, -0.001, 0.000, -0.001, 0.000, -0.007, -0.001, 0.002, 0.001, 0.000, 0.000, 0.000, 2.042, 0.004, -0.008, 0.001, 0.000, 0.000, 0.002, 0.002, 0.006, -0.004, 0.000, -0.001, -0.001, 0.005, -0.003, -0.001, 0.000, 0.000, 0.000, 0.000, -0.004, 0.001, 0.000, 0.000, 0.000, -0.002, -0.001, 0.000, 0.000, 0.000, 0.000, 0.000, 0.000, 0.000, 0.000, -0.001, 0.000, 0.000, 0.000, 0.000, 0.000, 0.000, 0.000, 0.000, 0.000, 0.000, -0.003, 0.000, 0.000, 0.000, 0.000, 0.000, 0.000, 0.000, 0.000, 0.000, 0.000, 0.000, 0.010, -0.025, -0.008, -0.002, 0.001, -0.003, 0.001, -0.003, -0.001, 0.000, 0.000, 0.000, 0.000]
}